Here is a molecular structure, C30H23BrN5O4Pt in a non-equilibrium geometry from the Open Molecules 2025 dataset. Energies are from ωB97M-V/def2-TZVPD.

Output
* electronic energy: -120377.16298 eV
* max |F|: 0.116 hartree/bohr
* LUMO level (alpha / beta): -0.32380 / -0.37676 hartree
* HOMO (alpha / beta): -15.18 / -15.25 eV
* net charge: +3
* <S²>: 6.131
* spin multiplicity: 5
* frontier orbital gap (alpha / beta): 0.234 / 0.184 Eh

Atoms and positions in Å:
Pt 0.81567 0.72487 1.16123
C -10.73318 -5.51296 1.80258
O -9.31745 -6.00087 1.72038
C -8.39001 -5.13083 1.90058
C -8.41929 -3.72569 1.97876
C -7.32367 -2.96548 1.99360
C -6.10092 -3.61864 1.86375
C -5.90719 -5.07346 1.94400
C -7.05130 -5.77658 2.15776
N -5.17028 -2.84922 1.31003
N -4.94032 -2.20328 0.15284
C -3.85674 -1.46437 -0.05111
C -3.47382 -1.30332 -1.41069
C -2.25915 -0.98871 -1.67990
C -1.35801 -0.48398 -0.62302
O -0.13426 -0.28936 -0.64525
C -1.97234 -0.20219 0.67314
N -1.20580 0.56853 1.57535
C -1.72830 0.80251 2.91885
C -2.92750 0.18833 3.27998
C -3.58750 -0.57540 2.41088
C -3.17750 -0.84499 1.09186
H -11.27418 -6.42907 1.75288
H -10.79251 -4.65828 1.04839
H -10.96630 -5.27611 2.83545
H -9.35755 -3.20628 1.87824
H -7.03762 -1.94802 2.04666
H -4.99254 -5.62014 1.91931
H -6.97105 -6.85275 2.28617
H -4.24681 -1.52130 -2.02281
H -1.76725 -1.03794 -2.67712
H -1.25542 1.31885 3.74415
H -3.56219 0.50783 4.03602
H -4.50449 -1.05391 2.63004
C 4.04768 0.67210 2.00270
O 3.01882 0.76109 0.82858
C 3.31905 1.91647 0.13973
C 2.57040 2.96959 0.41189
C 2.85285 4.19284 -0.20906
Br 1.88476 5.76960 0.13351
C 3.97347 4.38834 -1.07779
C 4.69424 3.12236 -1.40544
C 4.33400 1.98141 -0.82410
O 4.98542 0.83962 -1.14138
C 6.01462 3.16756 -2.07161
N 6.70117 4.32091 -2.11969
C 7.71970 3.99554 -2.82846
C 8.83627 4.69878 -3.19493
C 9.78485 4.14707 -4.04503
C 9.49093 2.86324 -4.65524
C 8.54562 1.99299 -4.21800
C 7.71538 2.59922 -3.27237
N 6.61741 2.16501 -2.62380
H 3.77724 1.43978 2.68400
H 5.01269 0.93393 1.62361
H 4.07519 -0.33280 2.36919
H 1.84323 3.05371 1.18543
H 4.10028 5.38115 -1.67329
H 4.47707 0.02415 -0.94380
H 9.03149 5.62298 -2.74789
H 10.60646 4.74557 -4.48007
H 10.29543 2.84122 -5.44634
H 8.45555 0.96817 -4.64946
H 6.16549 1.26059 -2.75385

Forces on atoms 1 to 6 (eV/Å):
Pt -0.349 -0.251 0.210
C 1.335 0.587 -0.351
O -1.512 0.891 0.565
C 3.683 -1.516 1.379
C -2.918 0.444 -0.417
C 1.893 -0.870 0.674

Here is C6H7NO in the gas phase in a non-equilibrium geometry from the Open Molecules 2025 dataset. Energies are from ωB97M-V/def2-TZVPD.

Output
* electronic energy: -9867.11482 eV
* max |F|: 0.083 hartree/bohr
* LUMO level: -0.03572 hartree
* HOMO: -8.91 eV
* spin multiplicity: 1
* energy above the lowest of the compared OMol25 structures with the same formula, charge and spin: 5.543 eV
* frontier orbital gap: 0.292 Eh
* structure (SMILES): O=NC1=C[C@H]2CC[C@@H]12

Atoms and positions in Å:
O -3.04910 -0.84090 -0.05123
N -2.54080 0.26229 0.24608
C -1.25053 0.46220 -0.02602
C -0.39940 1.49616 0.20744
C 0.69185 0.89306 -0.55700
C 1.48919 -0.02835 0.40704
C 0.53800 -1.19838 0.22167
C -0.27982 -0.36168 -0.83853
H -0.41177 2.46237 0.89271
H 1.20503 1.38424 -1.30068
H 1.43542 0.21110 1.40901
H 2.60556 -0.36804 0.28073
H 0.81128 -2.07840 -0.32919
H -0.13486 -1.46999 1.08060
H -0.71005 -0.82568 -1.64263

Forces on atoms 1 to 6 (eV/Å):
O 1.675 1.851 0.220
N -3.747 -1.223 1.043
C 2.122 0.366 -1.431
C -1.414 2.242 1.637
C 0.141 -2.613 0.599
C 2.534 -2.339 -0.680

Here is a gas-phase ion, C11H17FN2 (charge +2) in a non-equilibrium geometry from the Open Molecules 2025 dataset. Energies are from ωB97M-V/def2-TZVPD.

Output
* electronic energy: -17360.00669 eV
* max |F|: 0.096 hartree/bohr
* LUMO level: -0.33088 hartree
* HOMO: -17.16 eV
* net charge: +2
* spin multiplicity: 1
* energy above the lowest of the compared OMol25 structures with the same formula, charge and spin: 0.700 eV
* frontier orbital gap: 0.300 Eh
* structure (SMILES): C[N+](C)=C(F)[N+](C)(C)c1ccccc1

Atoms and positions in Å:
C -2.65196 1.64282 0.69381
N -1.64023 0.94057 -0.01452
C -0.86755 1.73330 -0.92741
C -1.34439 -0.30041 0.43066
F -2.05003 -0.63109 1.49411
N -0.39626 -1.27534 -0.12754
C -0.43550 -2.48495 0.74294
C -0.62984 -1.49447 -1.53218
C 1.01182 -0.63927 0.05547
C 1.06100 0.12911 1.16338
C 2.06544 1.08415 1.39046
C 3.09296 1.06241 0.49001
C 3.12804 0.19563 -0.63011
C 2.04472 -0.63234 -0.89025
H -2.65327 1.30521 1.69951
H -3.59631 1.50747 0.24526
H -2.47749 2.68735 0.75518
H -0.01957 1.28442 -1.27652
H -0.68156 2.73944 -0.53846
H -1.56877 1.96025 -1.76504
H -1.54179 -2.84008 0.82833
H 0.22686 -3.30557 0.27933
H -0.12773 -2.20418 1.84033
H -1.68671 -1.73764 -1.77474
H -0.24400 -0.76383 -2.23313
H -0.10148 -2.41230 -1.92989
H 0.22626 0.13157 1.78555
H 1.95514 1.79899 2.11747
H 3.79450 1.92723 0.50329
H 4.04992 0.02030 -1.18711
H 2.05777 -1.42874 -1.68819

Forces on atoms 1 to 6 (eV/Å):
C -0.647 0.554 1.231
N 2.336 -4.142 1.371
C -2.699 1.908 -1.428
C -2.045 4.035 -0.538
F 1.124 -0.896 -1.467
N 1.467 1.385 1.421

Here is 2 unconnected molecules or ions with the total composition C2H6INO in a non-equilibrium geometry from the Open Molecules 2025 dataset. Energies are from ωB97M-V/def2-TZVPD.

Output
* electronic energy: -13805.58366 eV
* max |F|: 0.096 hartree/bohr
* LUMO level (alpha / beta): -0.01521 / -0.09025 hartree
* HOMO (alpha / beta): -9.01 / -8.28 eV
* spin multiplicity: 1
* energy above the lowest of the compared OMol25 structures with the same formula, charge and spin: 2.436 eV
* frontier orbital gap (alpha / beta): 0.316 / 0.214 Eh

Atoms and positions in Å:
C -0.49747 0.11700 -1.39279
C 0.48685 -0.82997 0.59683
N -0.60792 -0.12851 0.01474
O -1.47360 0.41766 0.71023
I 0.69913 2.10353 2.47130
H -0.92799 -0.61895 -1.98729
H -0.96639 1.18008 -1.39211
H 0.57896 0.26681 -1.75802
H 1.15355 0.10896 1.10722
H 0.31885 -1.30617 1.63612
H 1.23603 -1.31044 -0.00624

Forces on atoms 1 to 6 (eV/Å):
C 1.233 4.775 0.158
C 1.024 2.107 4.319
N 1.432 -2.398 0.339
O 0.444 0.060 0.063
I 0.002 -0.163 -0.169
H -1.221 -1.111 -0.953